Density functional theory data (ωB97M-V with the def2-TZVPD basis set) for 2 unconnected molecules or ions with the total composition C12H25FNO5 in a non-equilibrium geometry.

The value obtained for the gap between HOMO and LUMO is 1.81 eV. The value obtained for the HOMO energy is -0.52 eV. The total charge is -1.

Geometry (Å):
C1 -2.7652 0.1565 -1.0244
C2 -1.9049 1.1362 -0.1090
F1 -2.2968 1.0094 1.2775
N1 -0.4252 1.0806 -0.3105
C3 -0.0367 1.7433 -1.6351
C4 0.2305 0.7043 -2.8249
C5 -0.0845 1.4239 -4.2545
C6 -1.5591 0.9837 -4.7521
O1 -1.6290 -0.4348 -5.0350
C7 0.2069 -0.2634 -0.1163
C8 0.2385 -0.7708 1.4015
C9 1.0443 -2.1696 1.4018
C10 0.0910 -3.4121 1.0003
O2 0.3039 -4.1329 -0.0126
O3 -1.0694 -3.7611 1.7629
H1 -3.7527 -0.0269 -0.4559
H2 -2.3128 -0.8694 -1.2021
H3 -3.0654 0.7125 -1.9772
H4 -2.2253 2.2076 -0.3951
H5 -0.0052 1.7089 0.4220
H6 0.9716 2.2606 -1.4127
H7 -0.7590 2.5652 -1.9453
H8 -0.4143 -0.2312 -2.8040
H9 1.3586 0.4813 -2.8420
H10 0.0417 2.5586 -4.2072
H11 0.6381 0.9264 -5.0023
H12 -2.3328 1.2939 -3.9587
H13 -1.8095 1.5394 -5.7328
H14 -2.5751 -0.6901 -5.0539
H15 -0.2088 -1.0960 -0.7678
H16 1.3139 -0.1455 -0.4286
H17 -0.8440 -1.0184 1.7215
H18 0.6603 -0.0086 2.1433
H19 1.5599 -2.3780 2.4023
H20 1.8143 -2.1102 0.5466
H21 -0.8428 -3.4825 2.6798
O4 2.3093 -0.2470 3.5623
C11 2.7416 0.6575 4.4671
C12 2.8702 -0.0276 5.9099
O5 3.2878 0.8743 6.8103
H22 2.1055 1.5519 4.6219
H23 3.7286 1.1215 4.2748
H24 3.5176 -0.9171 5.7555
H25 1.8841 -0.5043 6.0988